14
Properties=species:S:1:pos:R:3:forces:R:3 method="wB97M-V/def2-TZVPD" homo_lumo_gap_ev=9.518 multiplicity=1 homo_ev=-9.41 e_above_lowest_kcal_mol=84.4
C 2.156 0.768 -0.554 -0.22 -0.92 1.63
C 1.658 -0.525 0.148 1.11 1.05 1.70
C -0.681 -0.525 -0.073 3.64 -2.42 -0.64
C -2.203 0.675 0.596 1.14 0.22 -0.63
H 1.768 1.619 0.016 -0.06 -0.21 0.09
H 3.235 0.759 -0.409 -0.03 0.13 -0.54
H 1.784 0.881 -1.542 0.07 -0.07 -1.03
H -2.850 1.453 0.904 -0.28 0.75 0.59
H -1.989 -2.145 -0.169 0.22 0.00 0.07
N 0.462 -1.097 -0.204 -1.66 -0.25 -0.67
N -0.903 0.703 0.446 -3.40 0.96 0.85
N -1.858 -1.178 -0.434 -0.69 0.27 0.03
O 2.305 -0.984 1.088 -0.62 0.37 -1.36
O -2.884 -0.403 0.188 0.77 0.12 -0.09


101
Properties=species:S:1:pos:R:3:forces:R:3 method="wB97M-V/def2-TZVPD" charge=+2 homo_lumo_gap_ev="6.874 / 3.659" multiplicity=2 homo_ev="-13.09 / -13.09" e_above_lowest_kcal_mol=55.2
Al 0.313 1.544 0.966 1.57 0.21 0.53
F 5.014 -1.004 1.081 0.01 0.08 0.03
C 4.290 0.023 0.605 -0.06 -0.06 0.05
C 3.089 0.343 1.212 -0.01 0.12 -0.12
C 2.304 1.373 0.696 -0.31 -0.21 -0.07
C 2.728 2.022 -0.479 0.09 0.12 0.27
C 3.957 1.681 -1.030 0.04 0.16 0.02
F 4.386 2.280 -2.164 -0.04 -0.05 0.00
C 4.761 0.692 -0.508 0.16 -0.02 -0.01
C 1.780 2.986 -1.089 -0.01 -0.11 0.02
C 2.119 4.000 -1.984 0.02 0.00 -0.02
C 1.132 4.851 -2.443 0.03 0.05 0.00
C -0.181 4.675 -2.022 -0.03 0.02 -0.06
C -0.442 3.655 -1.136 0.09 -0.03 0.11
N 0.508 2.829 -0.683 0.01 0.11 -0.09
H 2.760 -0.240 2.064 0.01 -0.01 -0.01
H 5.708 0.441 -0.964 0.00 0.01 0.01
H 3.144 4.136 -2.288 0.00 0.01 0.03
H 1.392 5.669 -3.102 -0.02 -0.03 -0.03
H -0.972 5.334 -2.348 -0.01 -0.01 0.01
H -1.441 3.496 -0.747 0.00 0.03 0.04
C 0.790 -3.964 -0.538 -0.10 0.03 0.10
C 0.415 -2.537 -0.138 0.68 -0.50 -0.53
C -0.598 -2.507 0.973 -0.25 0.11 -0.17
Sb -0.356 -1.569 -1.942 -1.20 0.32 0.64
C 1.549 -1.522 -3.358 1.64 0.31 -1.23
C 2.091 -2.904 -3.614 -0.40 -0.17 0.53
C 2.553 -0.553 -2.796 -0.46 -0.17 0.50
C -1.573 -2.980 -3.030 0.51 -0.02 -0.28
C -2.032 -2.415 -4.372 0.01 -0.11 0.05
C -2.719 -3.493 -2.167 0.07 0.01 0.00
H 1.362 -4.398 0.284 -0.03 -0.04 0.00
H 1.409 -4.036 -1.427 0.02 0.00 0.02
H -0.097 -4.582 -0.683 0.02 -0.01 0.00
H 1.293 -1.935 0.096 -0.01 0.00 0.01
H -1.583 -2.857 0.656 0.01 -0.02 0.09
H -0.683 -1.511 1.381 0.06 0.09 0.04
H -0.237 -3.179 1.757 -0.01 0.04 0.02
H 1.095 -1.124 -4.267 -0.52 0.01 0.26
H 2.660 -3.289 -2.772 0.08 0.01 -0.05
H 2.786 -2.800 -4.456 -0.05 0.05 -0.05
H 1.333 -3.633 -3.904 0.05 0.00 -0.08
H 3.032 -0.940 -1.895 0.02 0.03 -0.03
H 2.133 0.428 -2.571 0.05 -0.03 -0.06
H 3.332 -0.409 -3.555 -0.01 -0.03 -0.03
H -0.850 -3.783 -3.203 -0.13 -0.08 -0.08
H -2.822 -1.676 -4.234 -0.01 0.03 0.00
H -2.448 -3.224 -4.976 -0.02 0.02 -0.02
H -1.215 -1.966 -4.944 -0.02 -0.01 -0.02
H -3.407 -2.698 -1.890 -0.03 0.01 -0.01
H -2.366 -3.969 -1.252 -0.03 -0.02 -0.01
H -3.271 -4.242 -2.740 0.03 -0.02 0.01
C 0.271 2.204 6.091 -0.03 0.13 -0.08
N -0.312 1.806 4.809 0.06 0.32 0.05
C -1.511 2.560 4.401 0.02 0.00 -0.03
P 0.024 0.403 4.055 0.19 0.24 -0.14
O -0.092 0.557 2.536 -0.35 -0.48 -0.10
N -1.001 -0.772 4.570 -0.09 -0.19 -0.21
C -1.250 -0.827 6.011 -0.03 -0.02 0.01
C -2.107 -1.313 3.789 -0.02 0.00 0.18
N 1.538 -0.021 4.505 0.05 0.04 0.13
C 2.614 0.971 4.413 -0.04 -0.06 0.05
C 1.906 -1.251 5.196 0.00 -0.03 -0.10
H 0.724 3.194 6.014 0.03 -0.01 -0.02
H 1.036 1.500 6.404 -0.01 -0.02 0.03
H -0.498 2.247 6.864 -0.02 -0.06 -0.01
H -1.306 3.194 3.546 0.03 0.04 0.03
H -1.833 3.182 5.233 -0.05 -0.09 0.05
H -2.333 1.891 4.133 -0.01 -0.03 0.06
H -0.401 -0.439 6.571 0.00 -0.02 0.01
H -1.410 -1.864 6.311 0.04 0.00 0.00
H -2.140 -0.252 6.284 0.02 0.04 -0.02
H -1.917 -1.204 2.734 -0.03 0.03 -0.07
H -3.050 -0.813 4.028 0.01 0.03 0.01
H -2.226 -2.377 4.007 0.01 0.00 -0.02
H 2.285 1.833 3.835 0.03 0.02 0.01
H 3.479 0.535 3.916 0.01 -0.01 0.02
H 2.930 1.306 5.404 -0.02 0.01 0.01
H 1.082 -1.958 5.167 0.01 -0.01 0.01
H 2.175 -1.055 6.238 0.00 0.02 0.00
H 2.768 -1.703 4.702 0.01 0.00 0.01
F 0.132 0.149 -0.155 -0.51 0.08 0.02
Sb -2.743 0.805 0.602 -0.10 -0.01 0.67
F -2.054 -0.891 -1.222 -0.31 -0.06 0.29
F -3.915 1.309 -0.840 -0.23 0.09 -0.13
F -3.705 -0.782 0.900 0.06 -0.41 -0.05
F -0.476 2.883 1.671 -0.31 -0.09 -0.45
F -3.813 1.597 1.925 -0.14 0.35 0.17
C -0.971 1.073 -6.067 -0.07 0.01 0.03
N -2.080 0.992 -5.114 0.19 -0.01 0.03
C -3.398 1.077 -5.461 -0.16 0.04 0.00
C -4.125 0.981 -4.312 -0.01 0.00 -0.13
N -3.234 0.843 -3.297 0.10 -0.26 -0.14
C -1.982 0.839 -3.773 0.02 -0.05 -0.33
S -0.516 0.807 -2.862 0.13 0.01 -0.29
H -0.989 2.039 -6.565 -0.02 0.02 0.01
H -1.071 0.281 -6.805 -0.01 -0.03 0.01
H -0.036 0.967 -5.525 0.00 0.00 0.01
H -3.720 1.216 -6.478 0.04 -0.01 0.00
H -5.188 1.012 -4.146 0.01 0.00 -0.01
H -3.483 0.752 -2.306 0.01 0.22 0.05


39
Properties=species:S:1:pos:R:3:forces:R:3 method="wB97M-V/def2-TZVPD" charge=+1 homo_lumo_gap_ev="7.695 / 5.638" multiplicity=3 homo_ev="-11.76 / -12.33" e_above_lowest_kcal_mol=6.7
Au 0.193 0.056 0.169 -0.10 -0.20 -0.11
O 2.475 0.318 -0.464 -0.01 0.07 -0.03
C 2.720 1.625 -0.981 0.01 -0.03 0.00
C 1.605 2.578 -0.626 -0.01 0.00 -0.08
C 1.807 3.943 -0.747 -0.01 0.00 -0.01
C 0.752 4.808 -0.514 0.01 0.00 -0.01
C -0.482 4.289 -0.154 -0.01 -0.02 -0.01
C -0.615 2.923 -0.023 0.01 0.03 0.01
N 0.413 2.092 -0.260 0.01 0.01 0.17
H 2.804 -0.349 -1.078 0.00 -0.04 0.05
H 2.811 1.589 -2.069 -0.02 0.02 0.00
H 3.658 2.007 -0.575 0.01 -0.01 0.00
H 2.784 4.314 -1.029 0.00 0.00 -0.01
H 0.893 5.875 -0.615 0.00 0.00 0.01
H -1.334 4.927 0.031 0.00 0.00 0.00
H -1.537 2.447 0.282 0.00 -0.01 0.00
O -2.800 0.061 3.190 0.07 0.12 -0.06
P -2.543 -0.704 1.789 0.22 -0.31 0.33
O -3.746 -1.359 1.297 -0.09 0.01 -0.10
O -1.798 0.304 0.899 0.13 0.22 0.00
O -1.388 -1.723 2.328 -0.14 0.09 -0.05
P -0.384 -2.733 1.573 0.03 0.15 0.62
O 0.787 -2.656 2.723 0.15 0.13 0.14
O -0.830 -4.107 1.408 -0.03 -0.05 -0.10
O 0.145 -1.970 0.355 0.12 0.15 -0.18
H -3.746 0.027 3.381 -0.01 -0.05 0.01
H 1.156 -3.541 2.843 -0.05 -0.02 -0.09
S 0.862 1.265 3.256 0.01 0.00 0.01
C 0.216 0.634 4.705 0.05 0.18 -0.16
N 0.420 -0.681 4.986 0.18 -0.39 -0.37
C -0.101 -1.288 6.040 -0.11 -0.12 0.19
C -0.850 -0.568 6.961 0.06 -0.09 -0.04
C -1.045 0.784 6.749 0.00 0.04 -0.02
C -0.516 1.389 5.615 -0.09 -0.04 -0.01
H 0.946 -1.251 4.303 -0.40 0.15 -0.07
H 0.089 -2.349 6.126 -0.01 0.02 0.02
H -1.262 -1.077 7.820 -0.01 0.00 -0.01
H -1.619 1.369 7.455 0.00 0.00 0.00
H -0.675 2.436 5.404 -0.01 -0.01 -0.01


53
Properties=species:S:1:pos:R:3:forces:R:3 method="wB97M-V/def2-TZVPD" charge=+1 homo_lumo_gap_ev=7.769 multiplicity=1 homo_ev=-11.22 e_above_lowest_kcal_mol=0.0
C -1.291 -0.607 2.542 -0.58 0.41 -0.22
C -0.419 -0.174 1.361 0.86 3.08 0.16
C 1.126 -0.283 1.838 -0.63 -1.19 -1.27
C 1.988 0.809 1.975 -0.28 0.62 -0.11
C 1.513 2.231 1.855 0.25 0.77 -0.04
C 3.320 0.651 2.367 0.16 0.00 0.73
C 3.842 -0.597 2.700 0.17 -0.75 -0.65
C 5.313 -0.795 3.044 -0.07 0.20 0.07
C 2.981 -1.709 2.601 -0.01 1.17 0.56
C 1.639 -1.533 2.234 0.27 -0.58 -0.01
C 0.784 -2.760 2.385 -0.31 -1.00 0.08
H -2.135 0.080 2.463 -0.30 -0.15 0.79
H -1.702 -1.629 2.508 0.40 0.50 -0.07
H -0.721 -0.503 3.493 -0.65 0.18 -0.73
H -0.573 0.919 1.099 0.44 -0.68 1.65
H 2.399 2.882 2.000 -0.69 -0.16 -0.22
H 1.045 2.486 0.893 0.17 -0.12 0.21
H 0.798 2.489 2.654 0.16 -0.16 -0.26
H 3.936 1.558 2.549 -0.44 -0.72 -0.37
H 5.552 -1.867 3.127 -0.07 0.43 -0.05
H 5.954 -0.348 2.260 -0.31 -0.26 0.36
H 5.589 -0.312 3.999 -0.19 -0.17 -0.37
H 3.322 -2.687 2.962 -0.12 0.38 -0.37
H 1.413 -3.632 2.655 -0.32 0.50 -0.26
H 0.067 -2.649 3.221 0.31 -0.05 -0.50
H 0.222 -3.046 1.473 0.33 0.18 0.70
C 0.117 3.392 -3.140 -0.42 -0.45 -0.12
Si -1.185 2.029 -3.231 0.47 0.49 0.34
C -2.943 2.539 -3.028 -0.54 0.37 0.03
C -1.201 0.886 -4.697 0.35 -0.58 -0.11
O -0.724 1.159 -1.673 -1.39 -0.33 -0.33
C -1.510 0.241 -1.210 1.34 1.84 -0.36
C -0.970 -0.574 -0.110 2.31 -2.93 0.32
C -1.583 -1.965 -0.085 0.56 -0.99 0.24
C -2.350 -2.357 -1.319 0.40 -0.84 -0.53
C -3.299 -1.283 -1.753 0.09 0.48 0.06
O -2.598 0.060 -1.891 0.58 -1.89 0.67
H -0.056 4.108 -3.948 0.07 -0.04 0.06
H 0.048 3.930 -2.187 -0.06 -0.12 -0.16
H 1.138 3.004 -3.235 -0.20 0.00 -0.02
H -3.226 3.236 -3.825 0.13 0.00 0.08
H -3.615 1.676 -3.106 0.23 0.35 -0.09
H -3.152 3.037 -2.080 0.01 0.06 0.03
H -1.439 1.455 -5.607 0.08 0.10 0.26
H -0.268 0.345 -4.904 -0.17 0.16 0.11
H -2.010 0.144 -4.599 0.26 0.23 0.07
H 0.095 -0.754 -0.473 -1.21 0.37 -0.41
H -0.657 -2.558 0.016 -0.97 -0.37 -0.13
H -2.218 -2.235 0.766 0.24 0.68 0.04
H -1.673 -2.650 -2.132 -0.13 0.26 -0.03
H -2.918 -3.273 -1.080 -0.02 0.45 -0.29
H -3.737 -1.486 -2.739 0.04 0.40 0.41
H -4.027 -1.080 -0.986 -0.59 -0.10 0.03


15
Properties=species:S:1:pos:R:3:forces:R:3 method="wB97M-V/def2-TZVPD" homo_lumo_gap_ev="7.024 / 7.411" multiplicity=3 homo_ev="-5.84 / -8.71" e_above_lowest_kcal_mol=72.3
C 0.568 -1.572 -0.531 3.08 4.13 0.32
C 1.476 0.365 0.899 1.65 -0.82 0.54
C 1.474 -0.311 -0.470 -1.93 -0.98 0.17
C 0.702 0.945 -0.126 1.23 1.43 -1.09
C -2.235 0.434 -0.061 -1.35 0.13 2.49
N -0.632 -1.341 -0.294 -4.65 -0.87 0.33
N -1.009 -0.251 0.279 -1.71 -0.40 0.33
H 0.941 -2.523 -0.686 0.49 -1.83 -0.62
H 1.097 -0.149 1.766 -0.40 -0.15 0.17
H 2.401 0.849 1.080 1.00 0.43 0.44
H 2.280 -0.355 -1.168 0.83 0.38 0.03
H 0.725 1.999 -0.403 -0.12 -0.54 -0.47
H -3.233 0.055 0.518 2.47 0.75 -0.80
H -2.011 1.527 0.273 -0.76 -1.81 -0.85
H -2.545 0.329 -1.078 0.17 0.16 -0.99


10
Properties=species:S:1:pos:R:3:forces:R:3 method="wB97M-V/def2-TZVPD" smiles="COC(N)=O" homo_lumo_gap_ev=11.299 multiplicity=1 homo_ev=-10.40 e_above_lowest_kcal_mol=1.1
C -1.439 -0.170 -0.727 -0.28 -0.08 -0.10
O -0.191 0.492 -0.519 0.19 -0.06 0.15
C 0.577 -0.136 0.389 0.02 -0.28 0.27
N 1.783 0.461 0.580 0.02 0.02 0.01
O 0.261 -1.149 0.979 -0.13 0.27 -0.29
H -1.271 -1.189 -1.083 -0.06 0.16 0.02
H -1.967 0.421 -1.473 0.05 -0.07 0.08
H -2.006 -0.214 0.206 0.05 0.02 -0.16
H 1.999 1.400 0.286 -0.22 -0.20 0.01
H 2.243 0.065 1.378 0.36 0.22 0.03